[1]
Below is a cluster of 2 separate species, C3H2FN in total, with properties calculated with ωB97M-V/def2-TZVPD.

Summary:
**HOMO**: -10.64 eV
**Relative energy (zero: lowest compared OMol25 entry of this formula, charge and spin)**: 2.214 eV
**Gap between HOMO and LUMO**: 10.53 eV

```
! wB97M-V def2-TZVPD RIJCOSX def2/J DEFGRID3
* xyz 0 1
C -1.28478 1.16934 -0.02150
C -0.41946 0.29901 -0.03314
C 0.60786 -0.48113 0.04244
N 1.40288 -1.39381 0.08776
F 2.82261 1.09153 -0.03502
H -2.22680 1.50410 0.05013
H 3.03595 1.41060 -0.83154
*
```

Electronic structure analysis, Mulliken charges in units of e: -0.3085, -0.0309, 0.3718, -0.4418, -0.3789, 0.4108, 0.3776

[2]
Below is a structure of composition C33H29BrCsN7O7S, with properties calculated with ωB97M-V/def2-TZVPD.

Summary:
**HOMO**: -1.23 eV
**Relative energy (zero: lowest compared OMol25 entry of this formula, charge and spin)**: 5.071 eV
**Gap between HOMO and LUMO**: 4.72 eV

```
! wB97M-V def2-TZVPD RIJCOSX def2/J DEFGRID3
* xyz -2 1
Cs 0.78928 -1.45563 -0.08411
O -1.10017 -2.26800 -2.93849
C -1.66573 -3.55232 -2.76955
C -2.73045 -3.61012 -1.69368
N -2.21279 -3.31911 -0.36491
C -1.73584 -4.51809 0.31592
C -0.85879 -4.20187 1.53986
O -1.25072 -4.64829 2.64605
O 0.16816 -3.52417 1.28725
C -3.14983 -2.59139 0.47968
C -3.47823 -1.21714 -0.12069
O -4.44441 -1.04567 -2.33861
O -2.70618 -0.30339 0.02231
H -1.78966 -1.57158 -2.91313
H -0.83484 -4.22064 -2.52561
H -2.11246 -3.91338 -3.70571
H -3.22924 -4.59670 -1.72129
H -3.47659 -2.86853 -1.97368
H -1.12605 -5.08961 -0.38958
H -2.58085 -5.14768 0.63657
H -2.67041 -2.41778 1.44452
H -4.07936 -3.16705 0.65190
N -2.74623 1.86715 -3.48862
C -1.48384 2.29584 -3.18737
C -0.91151 3.32479 -3.97066
C 0.35779 3.75744 -3.67240
C 1.05404 3.17155 -2.61708
C 0.40849 2.16779 -1.91846
N -0.82831 1.73098 -2.17628
C -3.62010 1.05526 -2.66840
C -4.55287 1.79592 -1.92709
C -5.46024 1.32681 -0.93802
C -5.62703 0.07159 -0.46532
C -4.77668 -1.05000 -0.91434
N -3.40178 -0.22325 -2.84986
H -3.23527 2.41953 -4.17011
H -1.47612 3.75816 -4.78899
H 0.81307 4.54312 -4.26506
H 2.06763 3.45203 -2.36483
H 0.94865 1.64630 -1.13575
H -4.47787 2.86805 -2.05404
H -6.10585 2.09271 -0.50944
H -6.41181 -0.15300 0.24922
H -5.33921 -1.98322 -0.82094
N 1.01118 1.18875 5.28608
C 1.80963 2.02777 4.52711
C 2.72641 3.02440 4.85420
C 3.37681 3.63638 3.79521
C 3.12828 3.26217 2.46268
C 2.21248 2.27500 2.15044
C 1.53841 1.66263 3.20567
N 0.59284 0.64256 3.16512
C 0.33133 0.37955 4.40322
C -0.54521 -0.71303 4.85497
C -0.80265 -1.05327 6.14230
S -1.74871 -2.47166 6.17442
C -1.73251 -2.51009 4.44359
N -1.08919 -1.53263 3.89582
H 0.97660 1.13691 6.28658
H 2.93134 3.30431 5.88083
H 4.10411 4.41328 3.99871
H 3.67416 3.74896 1.66419
H 2.04422 1.95451 1.12833
H -0.47638 -0.57250 7.05194
H -2.16129 -3.34030 3.89001
Br 4.76517 -0.41999 -4.42805
C 5.53734 0.29042 -2.84217
C 6.79866 0.85956 -2.98396
C 7.43368 1.42814 -1.89044
C 6.78956 1.44178 -0.65916
C 5.52438 0.88661 -0.54392
C 4.87322 0.28328 -1.62286
C 3.49367 -0.34141 -1.33978
O 3.20235 -1.38520 -1.94529
O 2.81960 0.27442 -0.47044
H 7.27255 0.85753 -3.95662
H 8.41908 1.86482 -2.00649
H 7.26649 1.89289 0.20324
H 4.98259 0.91601 0.39331
*
```

Electronic structure analysis, Mulliken charges in units of e: 1.1551, -0.4965, -0.6830, -0.7964, 0.7826, -0.6509, 0.2306, -0.8473, -0.7888, 0.2490, 0.1168, -0.3706, -0.5971, 0.4460, 0.3603, 0.2983, 0.2499, 0.3352, 0.4024, 0.2882, -0.3628, 0.1789, -0.0811, 0.5340, -0.8874, -0.3813, -0.8264, -0.1910, 0.0641, 0.1900, -0.6176, -0.2613, -1.2430, 0.5408, -0.6448, 0.2996, 0.3163, 0.3482, 0.4461, 0.4845, 0.2301, 0.2712, 0.3133, 0.6416, 0.0176, 0.2793, -1.2868, -0.2422, -0.8691, -0.0647, 0.1670, -0.4339, 0.2586, 0.0503, -0.3082, -0.2286, -0.0645, -0.0601, 0.1711, 0.3462, 0.3553, 0.4467, 0.7857, 0.2985, 0.3861, -0.1983, 0.0538, -0.4965, -0.3759, -0.6600, -0.1490, 0.2017, 0.5554, -0.7311, -0.7085, 0.3743, 0.3416, 0.3646, 0.3779

[3]
Below is the molecule C9H11OPS2, with properties calculated with ωB97M-V/def2-TZVPD.

Summary:
**HOMO (alpha / beta)**: -7.88 / -7.67 eV
**Gap between HOMO and LUMO (alpha / beta)**: 6.82 / 6.10 eV

```
! wB97M-V def2-TZVPD RIJCOSX def2/J DEFGRID3
* xyz 0 1
C 1.99777 2.40620 0.05788
C 2.76203 1.27149 0.26523
C 0.63832 2.29887 -0.15491
C 2.15670 0.02346 0.28332
C 0.00698 1.05273 -0.15138
C 0.80121 -0.04070 0.09606
C -1.44667 0.95452 -0.49465
C -2.02352 -0.40615 -0.05605
C -1.17897 -1.51228 -0.52151
O 1.27846 -2.61003 -0.33291
P 0.04860 -2.13053 0.57831
S 0.29669 -1.49496 2.43136
S -0.70869 -4.20875 0.85931
H 2.46404 3.38099 0.05854
H 3.82626 1.34074 0.43015
H 0.04202 3.18008 -0.33967
H 2.74701 -0.85757 0.47798
H -2.01479 1.75600 -0.01903
H -1.54904 1.06511 -1.57871
H -2.08526 -0.42931 1.03535
H -3.02951 -0.49898 -0.47399
H -1.01567 -1.67467 -1.57826
H 1.64198 -3.44005 0.00114
H -1.40787 -3.91685 1.94194
*
```

Electronic structure analysis, Mulliken charges in units of e: -0.6773, -0.4564, -0.5654, -0.5750, 0.5957, 0.3837, -0.8106, -0.7038, -0.2566, -0.5615, 0.4899, -0.3043, -0.4014, 0.3765, 0.3771, 0.3980, 0.3998, 0.4357, 0.3393, 0.2954, 0.3630, 0.3763, 0.3308, 0.1510

[4]
Below is a structure of composition C4H4MgO5Tl, with properties calculated with ωB97M-V/def2-TZVPD.

Summary:
**HOMO (alpha / beta)**: -16.11 / -16.89 eV
**Relative energy (zero: lowest compared OMol25 entry of this formula, charge and spin)**: 0.000 eV
**<S²>**: 0.753
**Gap between HOMO and LUMO (alpha / beta)**: 9.09 / 8.89 eV

```
! wB97M-V def2-TZVPD RIJCOSX def2/J DEFGRID3
* xyz 2 2
O -2.91370 -3.33953 -0.15051
C -2.00144 -4.12669 0.08625
O -0.79776 -3.80071 0.24888
Tl 1.14318 -5.48681 0.61357
Mg -1.49382 -1.78092 -0.26014
C -0.53847 0.07783 0.11846
C -0.02923 0.78474 -0.87673
H -0.44775 0.38562 1.16788
H -0.36353 0.85009 -1.91283
O 2.40105 3.22028 -0.16364
C 1.34186 2.51815 -0.02770
O 0.43726 2.88868 0.79625
O 1.22319 1.52272 -0.80911
H 2.44990 3.95858 0.46600
H -0.41075 2.32798 0.70336
*
```

Electronic structure analysis, Mulliken charges in units of e: -0.4307, 0.6310, -0.6949, 0.8759, 0.7579, -0.5370, -0.2003, 0.3918, 0.3262, -0.3356, 0.9027, -0.3363, -0.1428, 0.4053, 0.3868

[5]
Below is a structure of composition C37H33AsCl3MnN3O2PS, with properties calculated with ωB97M-V/def2-TZVPD.

Summary:
**HOMO (alpha / beta)**: -15.98 / -16.00 eV
**<S²>**: 3.871
**Gap between HOMO and LUMO (alpha / beta)**: 6.08 / 5.59 eV

```
! wB97M-V def2-TZVPD RIJCOSX def2/J DEFGRID3
* xyz 3 4
Mn 2.80664 0.00969 -0.10336
C 7.67354 -0.75111 -0.68956
N 6.96924 -0.59191 0.55814
C 7.52304 -0.19151 1.74414
C 6.53404 -0.10501 2.66344
N 5.35034 -0.44881 2.03764
C 5.64524 -0.73681 0.73194
S 4.54494 -1.27071 -0.45246
C 4.10144 -0.35791 2.66974
C 4.03884 -0.63241 4.03744
C 2.88144 -0.35501 4.73814
C 1.84284 0.27439 4.05724
C 1.94994 0.44539 2.69254
N 3.02454 0.06579 1.96884
H 8.74334 -0.80771 -0.49726
H 7.48584 0.10209 -1.34656
H 7.35494 -1.65861 -1.20376
H 8.56994 0.01479 1.85524
H 6.57844 0.21319 3.68434
H 4.88824 -1.07001 4.53874
H 2.79714 -0.60211 5.78714
H 0.95764 0.60339 4.57904
H 1.15944 0.92399 2.12494
Cl 0.22654 4.73499 -0.94746
C 1.77264 3.90549 -0.87686
Cl 2.53594 3.83149 -2.47466
Cl 2.87134 4.67109 0.31274
C 1.58864 2.50099 -0.32026
O 0.61464 2.17869 0.34164
O 2.53534 1.68179 -0.55056
C -0.84816 -0.34971 0.83444
C -2.20086 -0.94901 0.43604
As -3.36596 0.14129 -0.75946
C -3.73386 1.77589 0.22864
C -3.34346 1.99589 1.54924
C -3.63096 3.20269 2.15794
C -4.26816 4.21419 1.44934
C -4.68026 3.99429 0.14254
C -4.40536 2.78649 -0.46856
C -5.10706 -0.81191 -0.67386
C -5.75246 -0.81131 0.55694
C -6.97376 -1.46021 0.65934
C -7.54586 -2.05941 -0.44746
C -6.89676 -2.04841 -1.67106
C -5.66866 -1.40891 -1.78616
P 0.53114 -0.42541 -0.40926
C 0.63274 -2.19121 -0.85496
C 1.56264 -2.96811 -0.15146
C 1.78094 -4.28761 -0.50486
C 1.06094 -4.84491 -1.55396
C 0.10054 -4.09551 -2.21976
C -0.11456 -2.77101 -1.87906
C -0.05466 0.36199 -1.93856
C -0.97926 1.41449 -1.91096
C -1.46476 1.94269 -3.10196
C -1.02816 1.43929 -4.31896
C -0.07616 0.42619 -4.35246
C 0.42254 -0.10041 -3.17006
H -0.46086 -0.91091 1.69644
H -0.94706 0.70069 1.12274
H -2.78806 -1.11931 1.34734
H -2.06886 -1.92891 -0.03126
H -2.87156 1.20909 2.12274
H -3.36546 3.35419 3.19374
H -4.43356 5.17219 1.91564
H -5.20146 4.76659 -0.39766
H -4.70966 2.61099 -1.49736
H -5.32536 -0.32221 1.42314
H -7.47846 -1.48291 1.61484
H -8.51486 -2.52901 -0.36166
H -7.34586 -2.51711 -2.53286
H -5.16806 -1.37501 -2.74646
H 2.09074 -2.51611 0.69644
H 2.51864 -4.87511 0.02034
H 1.24724 -5.86191 -1.86166
H -0.46796 -4.53511 -3.02506
H -0.85416 -2.18521 -2.40996
H -1.22626 1.89139 -0.96806
H -2.16956 2.76199 -3.06966
H -1.41206 1.84719 -5.24246
H 0.27934 0.05319 -5.30296
H 1.15494 -0.89861 -3.20796
*
```

Electronic structure analysis, Mulliken charges in units of e: 0.0573, -0.7902, 0.1748, -0.6021, -0.3314, 0.3822, 0.2870, -0.4877, 0.3711, -0.7085, -0.6296, -1.2282, -0.5258, 0.5261, 0.3168, 0.3509, 0.3597, 0.4637, 0.5223, 0.5806, 0.4826, 0.5068, 1.0188, -0.0617, 0.9635, -0.0872, -0.0908, -0.6692, -0.3214, -0.6107, -0.2362, -1.3658, 0.4430, 0.5027, 0.3798, -0.8217, -0.5506, -0.8460, -0.6227, 0.6368, -0.4034, -0.7430, -0.4643, -0.7334, -0.2996, 1.8984, 0.8020, -0.5310, -0.9191, -0.7537, -0.8126, -0.5923, 1.4655, -1.2149, -0.9042, -0.9114, -0.9376, -1.2343, 0.6504, 0.3278, 0.7068, 0.6714, 0.3904, 0.4605, 0.4679, 0.4682, 0.4351, 0.3172, 0.4106, 0.4220, 0.4234, 0.4156, 0.5710, 0.4949, 0.4573, 0.4745, 0.5435, 1.2423, 0.6117, 0.5022, 0.5001, 0.5849